A molecular structure, C37H32CoN5P2SSbSe4 at a distorted geometry, computed with the ωB97M-V functional and the def2-TZVPD basis.

Summary:
E   -381299.8308 eV
Multiplicity   2
Expectation value of S²   1.20
Molar mass   1137.2 g mol⁻¹

The geometry in XYZ format:
```
83
Properties=species:S:1:pos:R:3:forces:R:3
Sb 0.06716 -0.20695 -5.53070 0.6251 -0.4356 -2.5243
Se -0.07274 -2.62453 -5.61674 -0.2702 0.5172 0.2578
Se -1.83329 1.01840 -6.42055 0.4247 -0.2750 0.6478
Se -0.05548 0.77908 -3.01145 -0.1405 0.8052 -0.4330
Se 2.31513 0.67018 -5.97734 -0.6511 -0.1313 0.5300
Co 0.45702 0.59624 -0.81058 0.4545 -0.6213 0.2074
S -1.31060 -0.78444 -2.12493 -0.3440 0.2497 0.7765
P 0.43031 -0.49156 1.14562 0.9964 -0.7885 0.3418
P 2.41770 -0.59942 -0.78152 0.0920 -0.7829 0.4936
N -4.93276 0.19972 -1.10072 0.4609 -0.1958 -0.3573
N 2.01848 -1.00624 0.83657 -0.1814 -0.1698 -0.0731
N -1.02495 1.73287 -0.60135 -1.1800 -0.8804 -0.4183
N -2.25235 1.32436 -0.63091 -0.2771 2.0859 0.1921
N -3.77174 -0.27375 -1.50877 -0.3498 0.7816 -0.1154
C 3.60009 -4.42211 -1.42564 0.0936 0.0206 0.1065
C 0.59014 -0.15456 2.92595 -0.1814 0.3127 -0.1861
C -7.17406 2.27172 0.92274 -0.0271 0.0708 0.0941
C -0.81482 3.10469 -0.66667 -0.1070 1.0142 0.5051
C -0.27579 5.78956 -1.11862 0.0027 -0.0330 0.0459
C -4.64171 1.16893 1.15396 -0.0082 -0.1109 -0.1990
C 6.78917 0.74772 -0.37144 -0.0238 0.0528 0.0073
C -5.36486 0.98541 -0.02597 -0.0872 0.4489 0.5929
C 2.81122 -4.82654 -2.49803 -0.0939 -0.0012 -0.0036
C 1.21502 0.33384 5.57956 -0.0229 -0.0243 0.0798
C 2.62722 -2.22824 -1.55745 -0.1656 0.1570 -0.0909
C 4.99170 -0.10997 -1.71989 -0.1004 0.0011 -0.0193
C 1.83959 -2.63944 -2.62446 -0.0171 0.2769 0.1748
C 1.34890 0.96409 3.27110 -0.1227 0.0001 0.0190
C 4.14519 -0.05697 -0.61398 -0.2011 0.3066 -0.0832
C 3.51687 -3.12395 -0.95682 -0.0005 0.0108 -0.0467
C -2.39210 -4.09058 0.78856 -0.0122 -0.0542 -0.0103
C 6.31042 0.29319 -1.59277 0.0457 -0.0328 -0.0595
C -5.17399 1.91598 2.18923 -0.0462 -0.0452 -0.0437
C 0.51020 3.55350 -0.76188 -0.2918 -0.3790 0.0780
C -1.58877 5.35818 -0.96837 0.0164 0.0623 0.0129
C -1.86841 4.02560 -0.74483 0.1115 -0.2423 0.0588
C 0.14179 -1.02647 3.91145 -0.0144 0.0835 -0.0680
C -6.64928 1.53055 -0.11828 0.1541 -0.1441 -0.2008
C 0.77292 4.88397 -1.00814 0.0556 0.1694 0.0959
C 1.66440 1.20638 4.59651 0.0210 0.0187 -0.0363
C -2.85378 -2.88090 1.29159 -0.0333 0.0161 -0.0134
C -1.97839 -1.81877 1.43641 0.0429 0.0205 -0.0440
C -0.64131 -1.95437 1.06144 -0.1093 0.1905 0.0492
C 1.93187 -3.93996 -3.09817 0.1004 -0.1987 0.0709
C 0.45547 -0.77514 5.24019 -0.0028 -0.0249 0.0057
C -0.18847 -3.16146 0.54087 0.0420 0.0786 0.0557
C 5.94444 0.80960 0.72688 0.0335 -0.0120 0.0337
C -1.06426 -4.23014 0.41564 -0.0015 -0.0078 -0.0196
C -6.43618 2.48138 2.07853 0.0194 0.0136 0.0483
C 4.62095 0.41327 0.60704 -0.0394 0.0211 -0.0461
C -2.57978 0.22074 -1.27697 1.0080 -2.0061 -0.3111
H 6.96868 0.24285 -2.44985 -0.0098 0.0207 -0.0070
H 4.28546 -5.11589 -0.95536 0.0054 -0.0149 -0.0340
H -3.66910 0.72706 1.27211 0.1452 -0.0169 -0.0678
H 6.31370 1.15910 1.68240 0.0162 0.0166 -0.0136
H -5.64930 -0.06037 -1.76206 -0.1297 -0.2557 0.1958
H -3.89743 -2.76441 1.55402 0.0128 -0.0072 0.0643
H 4.61928 -0.47038 -2.67252 0.0207 0.0149 -0.0226
H 0.10999 -1.45538 6.00748 0.0082 0.0153 0.0164
H 4.14401 -2.80456 -0.13075 0.0423 -0.0152 -0.0193
H -0.06988 6.83299 -1.31411 0.0121 -0.0032 -0.0302
H 7.81978 1.06449 -0.27985 0.0101 -0.0267 0.0071
H 1.45704 0.52086 6.61763 0.0089 0.0043 -0.0030
H -2.88415 3.67252 -0.63822 -0.0064 0.0131 -0.0846
H -2.33202 -0.87606 1.84163 -0.0114 -0.0285 0.0074
H 0.83868 -3.26688 0.21546 0.0053 -0.0278 -0.0263
H 1.79446 5.22213 -1.11463 0.0075 -0.0219 -0.0059
H 2.25989 2.06864 4.86592 -0.0151 0.0115 -0.0063
H -3.07193 -4.92614 0.68692 -0.0088 0.0132 -0.0423
H -8.16769 2.68926 0.83110 0.0025 0.0012 -0.0239
H -6.84069 3.06949 2.89092 -0.0274 -0.0019 -0.0160
H 1.32527 2.83694 -0.66620 0.0338 0.0610 -0.1011
H 1.69017 1.63278 2.48768 0.0380 0.0483 0.0527
H 1.15183 -1.94256 -3.08874 0.0230 -0.1280 -0.1349
H -0.43993 -1.89656 3.63922 -0.0036 -0.0274 0.0498
H -0.70580 -5.16523 0.00617 -0.0164 -0.0079 0.0074
H -4.59084 2.04457 3.09171 -0.0250 0.0272 0.0107
H 2.43042 -1.79744 1.32079 0.0750 0.0413 0.0293
H -7.23829 1.36676 -1.01366 0.0243 0.0173 -0.0196
H 2.88237 -5.84244 -2.86506 0.0153 -0.0018 0.0014
H 1.31546 -4.24239 -3.93410 0.0365 0.0914 0.0142
H -2.40240 6.06688 -1.04471 0.0036 0.0028 0.0014
H 3.95944 0.45666 1.46280 0.0104 -0.0041 0.0224
```
Forces are in eV/Å.